(1)
A 3-piece molecular cluster, C2H11N2O2 overall in a non-equilibrium geometry. Source: OMol25; level of theory: ωB97M-V/def2-TZVPD.

The HOMO energy is -0.4596 Eh. The value obtained for the orbital gap is 9.1 eV. Its total charge is +1. The LUMO energy is -0.124 hartree. The energy above the lowest of the compared OMol25 structures with the same formula, charge and spin is 2.1205 eV.

Element x y z (Å)
C (0.6740, -0.6621, 0.3050)
C (1.2502, 0.5529, 0.1044)
N (1.3833, 1.2370, -1.1887)
N (-0.0862, -0.9043, 1.3809)
H (0.8416, -1.5367, -0.3143)
H (1.2950, 1.2221, 0.9520)
H (1.1390, 2.2341, -1.1507)
H (0.6615, 0.8800, -1.8063)
H (2.3083, 1.2359, -1.5966)
H (-0.1619, -0.2010, 2.0970)
H (-0.3688, -1.8343, 1.6439)
H (-2.1679, -3.4272, 3.0485)
H (-2.5663, -2.1896, 3.7448)
O (-2.0041, -2.4731, 3.0106)
H (-1.3757, 2.3226, -3.6627)
H (-0.2864, 1.3147, -3.3704)
O (-0.5357, 2.2289, -3.1975)

Atomic forces in eV per Å
0.000 0.139 -0.100
-0.314 0.432 1.101
-0.194 0.052 0.090
0.639 -0.210 0.134
-0.455 0.232 -0.582
-0.146 0.266 -0.207
-0.137 -0.151 0.449
0.354 -0.152 -0.369
0.424 -0.427 -0.432
-0.218 0.010 0.031
0.031 -0.010 0.139
0.260 0.086 -0.307
0.174 0.404 -0.143
-0.378 -0.543 0.421
-0.012 0.170 0.059
-0.223 0.071 -0.538
0.195 -0.370 0.254

Here are the Mulliken charges for atoms 1 to 8, given in e: 0.06, -0.60, -0.26, -0.32, 0.37, 0.28, 0.37, 0.28



(2)
One molecule with the formula C2H6FN3O in a non-equilibrium geometry. Source: OMol25; level of theory: ωB97M-V/def2-TZVPD.

The HOMO energy is -0.3204 Eh. The value obtained for the orbital gap is 9.7 eV. The LUMO energy is 0.035 hartree. The energy above the lowest of the compared OMol25 structures with the same formula, charge and spin is 0.8621 eV. Its SMILES is N/N=C(/CF)NO.

Element x y z (Å)
N (2.1482, 0.6029, -0.8584)
N (0.8398, 1.0299, -1.0121)
C (0.0903, 0.4215, -0.1558)
C (-1.2909, 0.6096, -0.0642)
F (-1.8816, -0.6446, -0.4378)
N (0.5691, -0.5898, 0.6462)
O (-0.3764, -1.0645, 1.7026)
H (2.0309, -0.4948, -0.7955)
H (2.7875, 1.0334, -1.5925)
H (-1.5229, 1.3921, -0.7041)
H (-1.5845, 0.8067, 0.9920)
H (1.4579, -0.2040, 1.0943)
H (-0.9197, -1.7035, 1.2155)

Atomic forces in eV per Å
0.637 -1.751 -0.644
-0.570 0.120 0.864
1.937 0.008 -0.646
-2.294 -0.800 1.545
-0.320 0.935 -0.075
1.465 -0.620 2.199
1.596 0.934 -1.330
1.497 2.482 -0.699
-1.437 -1.383 1.159
-1.257 1.200 -1.354
-0.086 -0.109 -0.874
-1.399 -1.124 -0.103
0.232 0.106 -0.042

Here are the Mulliken charges for atoms 1 to 8, given in e: -0.54, -0.42, 0.56, -0.25, -0.31, -0.39, -0.43, 0.30



(3)
An isolated ion of composition C34H16F15OSi and charge +1 in a non-equilibrium geometry. Source: OMol25; level of theory: ωB97M-V/def2-TZVPD.

The HOMO energy is -0.4299 Eh. The value obtained for the orbital gap is 6.5 eV. Its total charge is +1. The LUMO energy is -0.193 hartree. The energy above the lowest of the compared OMol25 structures with the same formula, charge and spin is 0.9384 eV.

Element x y z (Å)
C (0.4472, -1.8432, -2.3392)
C (-0.3095, -1.0526, -1.3455)
C (-0.3234, 0.4514, -1.3496)
O (-0.6112, -1.7653, -0.2724)
Si (0.0165, -1.6818, 1.3821)
C (-1.3888, -1.0384, 2.4144)
C (-1.2070, -0.3384, 3.6122)
F (0.0591, -0.1174, 4.0529)
C (-2.2646, 0.1801, 4.3609)
F (-2.0145, 0.8816, 5.4798)
C (-3.5718, -0.0208, 3.9127)
F (-4.6003, 0.4970, 4.6197)
C (-3.8008, -0.7382, 2.7475)
F (-5.0566, -0.9240, 2.3086)
C (-2.7213, -1.2507, 2.0323)
F (-3.0030, -1.9639, 0.9185)
C (0.4756, -3.3428, 2.1059)
C (1.3750, -3.5057, 3.1660)
F (1.9811, -2.4058, 3.6840)
C (1.6913, -4.7482, 3.7160)
F (2.5802, -4.8276, 4.7226)
C (1.0782, -5.8930, 3.2060)
F (1.3897, -7.0976, 3.7308)
C (0.1623, -5.7743, 2.1673)
F (-0.4338, -6.8783, 1.6840)
C (-0.1281, -4.5174, 1.6430)
F (-1.0313, -4.4458, 0.6335)
C (1.5225, -0.5812, 1.2700)
C (1.4701, 0.8090, 1.4386)
F (0.2537, 1.4008, 1.6469)
C (2.5855, 1.6287, 1.3809)
F (2.4709, 2.9602, 1.5932)
C (3.8373, 1.0754, 1.1246)
F (4.9301, 1.8519, 1.1142)
C (3.9395, -0.3055, 0.9162)
F (5.1448, -0.8626, 0.6999)
C (2.7919, -1.0866, 0.9713)
F (2.9222, -2.4164, 0.7027)
H (0.6417, -1.2458, -3.2506)
H (1.4368, -2.1184, -1.8950)
H (-0.1074, -2.7677, -2.6283)
H (-0.7119, 0.6037, -0.3424)
H (0.6811, 0.6997, -1.5434)
C (-1.1540, 1.4313, -2.1816)
C (-0.9149, 2.7445, -1.3650)
C (-2.0365, 3.3771, -0.8564)
C (-1.9244, 4.5244, -0.0944)
C (-0.6549, 5.0576, 0.2101)
C (0.4957, 4.4021, -0.2924)
C (0.3710, 3.2559, -1.0625)
C (-0.7597, 1.6729, -3.6741)
C (-1.3965, 0.9226, -4.6884)
C (-0.6978, 0.6463, -5.8671)
C (0.5477, 1.2696, -6.1177)
C (0.9721, 2.3006, -5.2534)
C (0.2700, 2.5442, -4.0786)
H (-2.1492, 0.9818, -2.0884)
H (-2.9947, 2.9592, -1.1451)
H (-2.8202, 5.0436, 0.2439)
H (-0.5676, 5.9706, 0.8307)
H (1.4744, 4.8626, -0.1020)
H (1.2864, 2.8379, -1.4955)
H (-2.3753, 0.5113, -4.4804)
H (-1.1353, -0.0436, -6.5997)
H (1.1379, 0.9713, -7.0178)
H (1.8512, 2.8943, -5.5553)
H (0.5756, 3.3775, -3.4616)

Atomic forces in eV per Å
-0.303 0.073 -1.355
1.384 -1.393 1.037
-1.713 -2.367 1.165
0.714 1.679 -1.099
-0.201 0.151 0.439
-0.736 0.261 0.046
0.330 0.229 0.114
-0.853 -0.152 -0.286
0.450 0.108 0.173
-0.288 -0.522 -0.778
-0.413 0.564 0.795
1.021 -0.596 -0.801
-0.421 -0.178 -0.315
0.743 0.060 0.274
-0.062 0.089 -0.030
0.157 0.339 0.471
-0.139 -0.813 -0.433
0.248 0.409 0.125
-0.333 -0.731 -0.335
0.270 0.365 0.276
-0.689 -0.029 -0.750
0.477 -0.551 0.569
-0.438 1.241 -0.640
-0.343 -0.504 -0.252
0.342 0.751 0.249
-0.084 -0.097 -0.142
0.500 -0.007 0.547
0.313 0.559 -0.366
-1.004 0.168 0.133
1.163 -0.471 -0.058
-0.059 0.998 0.202
0.133 -1.207 -0.193
0.448 0.004 0.145
-0.960 -0.705 -0.072
0.597 0.009 0.034
-0.923 0.389 0.056
0.037 -0.679 -0.126
-0.026 0.899 0.218
-0.132 -0.299 0.419
-0.782 0.059 -0.072
0.498 0.510 0.404
0.673 0.701 0.198
1.706 0.222 0.274
0.295 1.702 -0.937
-0.214 -0.534 0.044
0.116 -0.174 -0.453
0.652 0.923 0.515
-0.153 -0.512 -0.219
-0.622 0.976 0.438
-0.374 -0.129 -0.366
-0.512 -0.485 -0.020
1.224 -0.231 0.673
0.228 0.461 -0.355
-0.345 -0.238 -0.091
-0.131 -0.491 -1.182
0.382 -0.580 0.384
-0.306 1.002 -0.235
-0.132 0.211 0.251
0.207 -0.174 0.008
-0.023 -0.711 -0.551
-0.416 -0.439 -0.097
-0.379 -0.089 0.250
0.062 -0.405 -0.044
0.250 0.369 0.281
-0.596 0.464 0.895
-0.609 -0.223 0.406
0.098 -0.229 0.145

Here are the Mulliken charges for atoms 1 to 8, given in e: -1.09, 0.02, -0.68, -0.29, -1.31, 0.07, 0.70, -0.36